## a
Below is a molecular structure, C5H9N, with properties calculated with ωB97M-V/def2-TZVPD.

The geometry in XYZ format:
```
15
Properties=species:S:1:pos:R:3
C -1.081 -0.756 0.042
C -0.913 0.888 -0.086
C 0.615 0.981 -0.262
C 1.003 0.099 1.002
C 0.434 -1.028 0.061
H -1.523 -1.326 -0.865
H -1.556 -1.119 0.970
H -1.354 1.546 0.746
H -1.636 1.241 -0.940
H 1.094 1.845 -0.676
H 2.132 0.075 0.888
H 0.583 0.264 2.024
H 0.689 -2.111 0.047
H 0.492 -0.310 -1.891
N 1.021 -0.288 -1.057
```

* LUMO level: 0.0428 hartree
* E_HOMO: -9.36 eV
* gap between HOMO and LUMO: 10.52 eV



## b
Below is C5H9N in the gas phase, with properties calculated with ωB97M-V/def2-TZVPD.

The geometry in XYZ format:
```
15
Properties=species:S:1:pos:R:3
C 2.107 -1.507 1.648
C 1.717 -0.394 0.959
C 0.408 0.216 1.111
C -0.134 0.740 -0.050
N -1.313 0.255 -0.633
C -1.900 0.789 -1.840
H 3.054 -1.683 2.205
H 1.371 -2.303 1.737
H 2.417 -0.038 0.122
H -0.187 0.141 1.984
H 0.416 1.547 -0.511
H -1.771 -0.573 -0.239
H -1.272 1.590 -2.188
H -2.922 1.112 -1.572
H -1.991 0.109 -2.734
```

* LUMO level: 0.0240 hartree
* E_HOMO: -6.48 eV
* gap between HOMO and LUMO: 7.14 eV
* SMILES string: C=C/C=C/NC



## c
Below is C5H9N in the gas phase, with properties calculated with ωB97M-V/def2-TZVPD.

The geometry in XYZ format:
```
15
Properties=species:S:1:pos:R:3
C -0.875 -1.172 0.226
N -1.610 0.113 -0.035
C -0.651 1.300 -0.011
C 0.662 0.644 0.434
C 1.925 -0.059 -0.109
C 0.542 -0.697 -0.221
H -0.977 -1.516 1.332
H -1.294 -2.021 -0.275
H -2.143 -0.112 -0.986
H -0.924 1.969 0.799
H -0.612 1.865 -0.985
H 0.720 0.468 1.564
H 2.607 -0.584 0.598
H 2.351 0.206 -1.022
H 0.279 -0.404 -1.309
```

* LUMO level: 0.0413 hartree
* E_HOMO: -8.68 eV
* gap between HOMO and LUMO: 9.80 eV
* SMILES string: C1NC[C@@H]2C[C@@H]12



Most stable: a